(1)
Entry from the OMol25 dataset: C12H10ClCrN3 as an isolated structure in a non-equilibrium geometry (ωB97M-V/def2-TZVPD).

Properties
spin multiplicity	5
⟨S²⟩	6.014
total charge	-2
E_HOMO (alpha / beta)	0.279 / -1.133	eV
orbital gap (alpha / beta)	0.1839 / 0.2343	Eh

```
27
C12H10ClCrN3 | the OMol25 dataset | ωB97M-V/def2-TZVPD
C -2.262 -0.985 -0.349
C -1.631 -1.176 -1.596
C -1.398 0.102 -2.154
H -1.350 -2.124 -2.024
C -1.846 1.076 -1.233
C -2.392 0.390 -0.125
H -2.736 0.848 0.784
H -2.489 -1.758 0.362
H -0.940 0.301 -3.106
H -1.756 2.144 -1.334
Cr 0.003 -0.060 -0.263
Cl 0.161 -2.010 1.278
C 2.352 0.061 0.006
C 1.977 1.284 -0.592
C 1.490 1.006 -1.876
H 1.968 2.241 -0.103
C 1.579 -0.393 -2.086
C 2.119 -0.973 -0.930
H 2.239 -2.025 -0.743
H 2.658 -0.073 1.027
H 1.071 1.725 -2.560
H 1.243 -0.927 -2.959
N -0.042 0.464 1.766
C -0.027 0.165 2.908
N 0.002 -0.438 4.176
C 0.002 0.277 5.361
N 0.004 0.857 6.363
```

Results of the Mulliken charge analysis, in e, for atoms 1 through 6: -0.349 -0.579 -0.642 0.330 -0.549 -0.597

(2)
Entry from the OMol25 dataset: one molecule with the formula C2H7NS2 in a non-equilibrium geometry (ωB97M-V/def2-TZVPD).

Properties
ΔE to the lowest compared entry with this formula, charge and spin	0.1490	eV
SMILES	NCCSS
E_HOMO	-8.820	eV
orbital gap	0.3448	Eh

```
12
C2H7NS2 | the OMol25 dataset | ωB97M-V/def2-TZVPD
N -1.424 0.513 1.451
C -0.029 0.402 0.998
C -0.009 -0.055 -0.450
S 1.665 -0.295 -1.058
S 1.522 -2.057 -2.139
H -1.894 1.269 0.954
H -1.391 0.880 2.398
H 0.424 -0.339 1.652
H 0.577 1.307 1.126
H -0.477 0.747 -1.036
H -0.693 -0.890 -0.565
H 1.728 -1.483 -3.331
```

Results of the Mulliken charge analysis, in e, for atoms 1 through 6: -0.622 -0.498 -0.577 -0.109 -0.209 0.228

(3)
Entry from the OMol25 dataset: one molecule with the formula C2H6N2O in a non-equilibrium geometry (ωB97M-V/def2-TZVPD).

Properties
ΔE to the lowest compared entry with this formula, charge and spin	1.2393	eV
SMILES	[H]/N=C(\N)OC
E_HOMO	-9.389	eV
orbital gap	0.3779	Eh

```
11
C2H6N2O | the OMol25 dataset | ωB97M-V/def2-TZVPD
H -1.516 1.656 0.174
N -0.555 1.372 -0.064
C -0.592 0.095 -0.125
N -1.702 -0.718 0.009
O 0.543 -0.736 -0.141
C 1.799 -0.057 -0.011
H -1.559 -1.742 0.139
H -2.639 -0.270 -0.187
H 1.922 0.632 -0.836
H 1.709 0.576 0.882
H 2.589 -0.809 0.161
```

Results of the Mulliken charge analysis, in e, for atoms 1 through 6: 0.199 -0.691 0.672 -0.442 -0.371 -0.618

(4)
Entry from the OMol25 dataset: one molecule with the formula C5H8O2 (ωB97M-V/def2-TZVPD).

Properties
ΔE to the lowest compared entry with this formula, charge and spin	4.3510	eV
E_HOMO	-8.702	eV
orbital gap	0.3099	Eh

```
15
C5H8O2 | the OMol25 dataset | ωB97M-V/def2-TZVPD
O -0.313 0.223 -1.726
C -0.233 0.098 1.201
C 0.953 -0.738 0.857
C 2.120 0.195 0.612
O 2.225 0.833 -0.412
C -1.434 -0.279 0.453
C -1.326 0.609 -0.845
H 0.535 0.596 -1.429
H 1.115 -1.284 1.798
H 0.854 -1.463 0.036
H 2.881 0.315 1.400
H -2.362 0.017 0.954
H -1.505 -1.321 0.117
H -2.271 0.475 -1.377
H -1.232 1.659 -0.556
```

Results of the Mulliken charge analysis, in e, for atoms 1 through 6: -0.528 -0.471 -0.391 0.112 -0.524 -0.268